A 2-piece molecular cluster, C13H34FN3O6P2 overall in a non-equilibrium geometry, computed with ωB97M-V/def2-TZVPD.

Computed properties:
ΔE to the lowest compared entry with this formula, charge and spin ... 0.0 kcal/mol
HOMO-LUMO gap ... 7.60 eV
LUMO energy ... -0.726 eV
DFT total energy ... -52078.353 eV

Geometry as XYZ:
```
59
Properties=species:S:1:pos:R:3:forces:R:3:mulliken_charge:R:1
C -0.5867 -0.3379 0.5214 -0.3794 -0.8830 0.4387 -0.87
O -1.3734 0.6243 1.1945 0.1138 0.1079 -0.6020 -0.31
C -1.4381 1.8839 0.5575 -0.1115 0.7657 0.4560 -0.58
C -2.8860 2.3703 0.3399 0.0104 -0.3731 -0.0264 -0.92
C -3.9247 1.2285 0.3733 0.8556 0.6709 0.1846 -0.31
C -4.3291 0.9157 1.8247 -0.2710 -0.2317 -0.2670 -0.59
C -5.8283 0.8944 2.2222 0.2926 -0.0572 -0.1434 -0.71
C -6.8869 1.2614 1.1958 -0.3290 0.0872 0.9099 -0.47
O -7.7749 0.0915 1.0182 -0.0849 0.0696 0.2898 -0.34
P -9.0142 0.3987 0.1179 -0.6756 -0.3330 -0.5649 1.08
O -8.8031 1.3497 -0.9311 0.2460 1.3144 -1.2669 -0.62
O -9.5148 -1.0144 -0.3920 0.6619 -0.3747 0.8013 -0.52
O -10.1882 0.9125 1.1638 1.0196 -0.5599 0.8694 -0.15
F -11.2291 1.3139 0.3342 -0.7179 0.2460 -0.4159 -0.13
H -0.4757 -0.1737 -0.5468 0.0705 0.3595 -0.0917 0.42
H -1.1090 -1.2887 0.6355 -0.0373 -0.1552 -0.0171 0.30
H 0.3877 -0.4759 0.9846 0.2636 0.3173 -0.0660 0.28
H -0.9059 1.9210 -0.3904 0.1345 -0.4484 -0.1295 0.37
H -0.9361 2.6012 1.2092 0.1539 0.1217 -0.0067 0.33
H -3.1229 3.1121 1.0966 -0.1997 0.1089 0.1260 0.36
H -2.9436 2.8832 -0.6164 0.0956 0.0863 -0.1736 0.38
H -4.7124 1.5311 -0.3080 -0.3685 -0.2198 0.1661 0.43
H -3.4196 0.3672 -0.0520 -0.2586 -0.2645 -0.2063 0.08
H -3.8171 1.6147 2.4743 0.0433 0.2381 0.1058 0.44
H -3.8967 -0.0416 2.0895 0.0468 -0.2162 0.0263 0.28
H -6.0734 -0.0917 2.6015 -0.1259 -0.2163 -0.0684 0.31
H -5.9639 1.5417 3.0813 -0.0075 0.2108 0.1129 0.24
H -7.5194 2.0401 1.6098 -0.0975 0.1861 -0.0155 0.33
H -6.5556 1.6174 0.2317 0.1622 -0.2954 -0.1813 0.53
H -8.8471 -1.6500 -0.0800 -0.4576 -0.2669 -0.2595 0.35
C 6.0944 -0.0602 -2.6491 0.5620 -0.2419 0.3712 -0.86
N 4.9272 0.3692 -1.9126 -0.3502 0.4199 -0.1921 0.15
C 4.9137 1.8234 -1.7979 -0.4111 0.1522 0.3605 -1.12
P 4.2244 -0.4127 -0.5495 0.5542 -4.8318 -6.0241 0.80
O 2.7587 -0.1726 -0.9040 0.5854 2.6223 3.3713 -0.77
N 4.0531 -2.1575 -0.7690 0.1441 -0.6998 -0.1015 0.17
C 4.3680 -2.7728 -2.0499 0.2563 0.0352 -0.0607 -1.15
C 2.7505 -2.6690 -0.3282 -0.0672 0.1652 0.0110 -1.08
N 5.7783 -0.6917 0.2865 -0.9846 2.3744 2.6652 -0.02
C 6.5202 -1.9349 0.2325 -0.1512 -0.6566 -0.2852 -0.89
C 5.6562 -0.2819 1.7054 -0.0007 0.3579 -0.1582 -1.09
H 7.0375 0.1272 -2.1127 -0.0057 -0.0345 -0.0116 0.30
H 6.1410 0.4854 -3.5939 -0.1199 0.1561 0.0831 0.38
H 6.0511 -1.1089 -2.9278 -0.0262 0.0198 0.1719 0.18
H 5.6735 2.1885 -1.0894 0.0754 0.0468 -0.1344 0.33
H 3.9372 2.1697 -1.4521 -0.0021 -0.0929 0.0267 0.29
H 5.0868 2.2946 -2.7658 0.0818 -0.1326 -0.0555 0.37
H 3.8715 -2.2751 -2.8941 0.0099 -0.0450 -0.0449 0.31
H 4.0614 -3.8204 -2.0429 -0.1826 0.0400 0.0974 0.39
H 5.4413 -2.8088 -2.2385 -0.0071 0.1298 -0.0113 0.29
H 1.9658 -2.4959 -1.0729 -0.0753 0.0262 0.0688 0.33
H 2.4333 -2.2075 0.6062 0.0164 0.0402 -0.0309 0.31
H 2.8148 -3.7452 -0.1496 0.2049 -0.0102 -0.0577 0.36
H 5.9687 -2.7944 0.6226 0.0171 0.0229 -0.0624 0.29
H 7.4266 -1.8145 0.8317 -0.0737 0.2974 0.0616 0.42
H 6.8654 -2.1548 -0.7760 -0.2102 -0.0191 -0.0640 0.23
H 5.0134 -0.9659 2.2732 0.1066 -0.0120 0.0988 0.36
H 5.2212 0.7218 1.7696 -0.0307 -0.0568 -0.0094 0.35
H 6.6330 -0.2361 2.1877 0.0358 -0.0680 -0.0680 0.37
```
Forces are in eV/Å.